Record 1
DFT (ωB97M-V/def2-TZVPD) results for a structure of composition C22H37BrNPPt.

Calculated values
- HOMO energy (spin up / spin down) (hartree) = 0.030 / 0.009
- expectation value of S² = 2.0088
- maximum force (Eh/bohr) = 0.143
- LUMO level (spin up / spin down) (eV) = 4.052 / 4.025

```
! wB97M-V def2-TZVPD RIJCOSX def2/J DEFGRID3
* xyz -2 3
C 0.09 -3.10 -2.28
C 0.91 -1.89 -2.47
C 1.84 -1.84 -1.34
H 0.88 -1.21 -3.31
C 1.60 -2.99 -0.52
C 0.52 -3.72 -1.07
H 0.15 -4.70 -0.70
H -0.62 -3.46 -3.00
H 2.67 -1.15 -1.26
H 2.23 -3.29 0.31
Pt -0.47 -1.52 -0.83
Br -2.83 -1.84 -0.82
C -5.52 -3.60 0.60
C -4.97 -4.91 0.68
C -4.90 -5.45 -0.63
H -4.68 -5.42 1.60
C -5.41 -4.47 -1.54
C -5.80 -3.33 -0.78
H -6.23 -2.41 -1.17
H -5.72 -2.93 1.43
H -4.55 -6.45 -0.91
H -5.52 -4.58 -2.61
C -0.47 3.28 -1.31
C -0.44 2.67 0.09
C -0.25 3.74 1.16
C -1.82 2.01 0.28
P 0.95 1.40 0.24
N 0.20 0.22 -0.52
C 2.59 1.96 -0.63
C 2.91 3.40 -0.18
C 3.83 1.13 -0.29
C 2.45 1.90 -2.16
C 1.18 0.63 1.94
C 1.90 -0.72 1.84
C 2.01 1.58 2.81
C -0.17 0.36 2.61
H -1.34 3.95 -1.36
H -0.61 2.51 -2.08
H 0.41 3.89 -1.55
H -1.04 4.49 1.02
H -0.34 3.33 2.17
H 0.73 4.23 1.05
H -2.01 1.25 -0.47
H -1.94 1.55 1.26
H -2.59 2.78 0.18
H 3.87 3.71 -0.63
H 2.14 4.10 -0.52
H 3.01 3.45 0.91
H 3.76 0.13 -0.70
H 4.71 1.60 -0.75
H 4.05 1.08 0.78
H 2.28 0.88 -2.53
H 1.65 2.54 -2.51
H 3.39 2.26 -2.63
H 2.84 -0.69 1.30
H 2.10 -1.08 2.86
H 1.27 -1.49 1.37
H 1.53 2.56 2.91
H 2.10 1.15 3.81
H 3.02 1.74 2.42
H -0.73 1.27 2.86
H -0.80 -0.30 1.99
H 0.03 -0.17 3.55
*
```

---

Record 2
DFT (ωB97M-V/def2-TZVPD) results for a structure of composition C22H37Cl3N8OTl.

Calculated values
- HOMO energy (hartree) = -0.377
- energy relative to the best compared isomer or geometry (same formula, charge and spin) (kJ/mol) = 151.1
- maximum force (Eh/bohr) = 0.021
- LUMO level (eV) = -2.502

```
! wB97M-V def2-TZVPD RIJCOSX def2/J DEFGRID3
* xyz 1 1
Tl -0.59 -0.33 1.04
C 4.97 -1.37 1.62
N 3.77 -0.57 1.64
C 3.74 0.49 2.63
C 2.75 -0.84 0.78
N 1.96 0.01 0.20
C 2.32 1.36 0.11
C 3.66 1.75 -0.05
C 4.03 3.08 -0.02
C 3.07 4.06 0.19
C 1.74 3.70 0.22
C 1.34 2.37 0.11
N -0.02 2.04 0.08
C -0.85 2.79 -0.60
N -2.19 2.77 -0.28
C -2.59 2.32 1.03
C -3.16 2.47 -1.32
N -0.54 3.62 -1.63
C 0.61 3.47 -2.48
C -1.26 4.86 -1.84
N 2.58 -2.18 0.53
C 2.20 -2.65 -0.77
C 2.50 -3.14 1.62
H 5.84 -0.71 1.55
H 4.97 -2.02 0.75
H 5.08 -1.98 2.52
H 4.56 1.20 2.47
H 3.85 0.05 3.62
H 2.80 1.02 2.59
H 4.40 0.99 -0.21
H 5.07 3.35 -0.14
H 3.36 5.09 0.29
H 0.98 4.46 0.34
H -1.78 2.52 1.73
H -2.85 1.26 1.04
H -3.46 2.89 1.34
H -2.77 2.74 -2.29
H -4.07 3.03 -1.13
H -3.37 1.40 -1.32
H 1.04 2.48 -2.37
H 1.38 4.22 -2.25
H 0.30 3.61 -3.52
H -2.00 5.01 -1.05
H -1.77 4.87 -2.81
H -0.56 5.70 -1.82
H 2.47 -1.88 -1.50
H 0.24 -2.00 -1.03
H 2.72 -3.58 -0.98
H 2.95 -2.72 2.52
H 3.03 -4.05 1.36
H 1.46 -3.39 1.85
C -3.00 -3.44 -0.07
N -4.20 -2.63 -0.05
C -5.49 -3.27 0.04
C -4.03 -1.31 -0.14
C -5.25 -0.42 -0.10
O -2.90 -0.81 -0.24
H -3.24 -4.49 0.08
H -2.31 -3.13 0.72
H -2.47 -3.34 -1.02
H -5.34 -4.34 0.17
H -6.07 -3.13 -0.88
H -6.07 -2.90 0.88
H -6.16 -0.91 -0.43
H -5.08 0.46 -0.72
H -5.39 -0.08 0.93
Cl -0.39 -6.43 -1.64
C 0.49 -5.29 -0.60
Cl 2.26 -5.87 -0.68
Cl -0.04 -5.50 1.09
C 0.03 -3.94 -0.87
N 0.75 -2.87 -0.91
*
```

---

Record 3
DFT (ωB97M-V/def2-TZVPD) results for a structure of composition C22H37ClNPTm.

Calculated values
- HOMO energy (spin up / spin down) (hartree) = -0.122 / -0.122
- expectation value of S² = 2.0022
- maximum force (Eh/bohr) = 0.062
- LUMO level (spin up / spin down) (eV) = 2.435 / 2.435

```
! wB97M-V def2-TZVPD RIJCOSX def2/J DEFGRID3
* xyz -1 3
C 2.57 -1.92 -1.82
C 2.37 -1.62 -3.20
C 1.04 -1.99 -3.53
H 3.12 -1.21 -3.86
C 0.41 -2.51 -2.36
C 1.38 -2.51 -1.32
H 1.27 -2.99 -0.36
H 3.54 -1.88 -1.28
H 0.57 -1.89 -4.51
H -0.63 -2.90 -2.28
Tm 0.85 0.10 -2.17
Cl 2.16 2.12 -1.93
C 1.59 1.93 -4.95
C 0.36 1.29 -5.28
C 0.68 0.10 -6.00
H -0.62 1.73 -5.21
C 2.09 -0.02 -6.07
C 2.67 1.11 -5.42
H 3.71 1.38 -5.43
H 1.70 2.94 -4.57
H -0.02 -0.52 -6.56
H 2.64 -0.74 -6.67
C -3.00 -1.16 0.92
C -2.44 0.25 1.14
C -2.62 1.13 -0.11
C -3.16 0.88 2.36
P -0.48 0.07 1.34
N 0.14 -0.12 -0.14
C 0.19 1.73 2.15
C -0.10 1.92 3.66
C 1.71 1.76 1.93
C -0.46 2.89 1.41
C -0.12 -1.29 2.67
C -0.82 -1.18 4.04
C -0.56 -2.65 2.06
C 1.41 -1.32 2.92
H -4.04 -1.10 0.56
H -2.99 -1.77 1.83
H -2.43 -1.69 0.14
H -3.59 0.93 -0.59
H -2.55 2.20 0.10
H -1.85 0.89 -0.86
H -3.06 0.28 3.27
H -2.85 1.92 2.61
H -4.25 0.95 2.17
H 0.59 1.37 4.30
H 0.06 2.98 3.86
H -1.13 1.70 3.92
H 1.96 1.35 0.92
H 2.06 2.79 1.94
H 2.24 1.20 2.69
H -0.34 2.78 0.33
H -1.51 3.02 1.68
H 0.06 3.81 1.71
H -1.90 -1.07 3.94
H -0.65 -2.10 4.61
H -0.43 -0.37 4.66
H -0.51 -2.58 0.96
H 0.11 -3.45 2.40
H -1.59 -2.92 2.36
H 1.94 -1.16 1.97
H 1.73 -0.56 3.65
H 1.73 -2.29 3.32
*
```